a) Molecular formula: C20H21N3O3
Method: DFT, ωB97M-V/def2-TZVPD

Properties
SMILES: N[C@@H](Cc1c[nH]c2ccccc12)C(=O)N[C@@H](Cc1ccccc1)C(=O)O
LUMO energy in eV: 0.5
Frontier orbital gap in eV: 8.4771

ORCA input file:
```
! RIJCOSX wB97M-V def2-TZVPD def2/J DEFGRID3
* xyz 0 1
N -1.056 3.031 -1.060
C -0.775 2.388 0.258
C -1.988 2.151 1.142
C -3.156 1.154 0.514
C -4.133 1.679 -0.333
N -4.775 0.605 -0.853
C -4.271 -0.594 -0.359
C -4.796 -1.897 -0.552
C -4.406 -2.930 0.243
C -3.359 -2.596 1.148
C -2.738 -1.383 1.415
C -3.270 -0.319 0.542
C 0.053 1.089 0.228
O -0.021 0.215 1.074
N 1.090 1.007 -0.608
C 1.449 -0.358 -0.883
C 2.377 -1.070 0.384
C 3.883 -0.585 0.216
C 4.805 -1.578 -0.278
C 6.177 -1.250 -0.480
C 6.728 -0.062 -0.053
C 5.863 0.765 0.518
C 4.538 0.568 0.706
C 0.215 -1.331 -1.126
O 0.226 -2.440 -0.549
O -0.921 -0.803 -1.672
H -1.690 2.422 -1.552
H -1.641 3.865 -0.840
H -0.087 3.124 0.720
H -1.757 1.843 2.173
H -2.612 3.010 1.325
H -4.598 2.719 -0.453
H -5.261 0.763 -1.707
H -5.532 -2.004 -1.295
H -4.856 -3.893 0.189
H -3.115 -3.327 1.924
H -2.221 -1.176 2.276
H 1.006 1.727 -1.392
H 2.075 -0.359 -1.744
H 2.299 -2.101 0.163
H 2.018 -0.874 1.387
H 4.578 -2.588 -0.636
H 6.783 -2.114 -0.825
H 7.807 0.315 -0.119
H 6.107 1.901 0.685
H 4.023 1.419 1.136
H -1.066 -0.126 -0.996
*
```

Atomic partial charges in e from the Mulliken method, atoms 1 to 2: number 1, N, carries -0.796; number 2, C, carries 0.447

b) Molecular formula: C20H21N3O3
Method: DFT, ωB97M-V/def2-TZVPD

Properties
LUMO energy in eV: 0.3
Frontier orbital gap in eV: 8.5812

ORCA input file:
```
! RIJCOSX wB97M-V def2-TZVPD def2/J DEFGRID3
* xyz 0 1
C 2.815 0.111 -0.512
C 1.351 -0.360 -0.713
C 3.665 -1.017 0.231
C 5.006 -0.598 0.277
C 5.478 0.380 1.325
C 6.068 -1.412 -0.455
C 6.811 0.776 1.450
C 7.500 -1.234 -0.285
C 7.777 0.012 0.570
C -0.930 0.714 -0.550
C -1.541 1.930 -1.128
C -1.713 0.456 0.753
C -2.955 -0.406 0.392
C -2.856 -1.662 -0.184
C -4.400 -0.090 0.423
C -5.011 -1.260 -0.059
C -5.070 0.857 1.129
C -6.359 -1.461 0.116
C -6.315 0.711 1.157
C -7.042 -0.452 0.793
H 3.965 1.893 -0.639
H 2.793 1.834 0.576
H 3.276 0.006 -1.483
H 3.459 -2.077 -0.077
H 3.317 -0.656 1.165
H 4.680 1.036 1.790
H 5.785 -2.435 -1.068
H 7.220 1.807 1.962
H 8.354 -1.637 -0.969
H 8.810 0.527 0.672
H 0.967 1.760 -0.073
H -1.361 -0.184 -1.198
H -1.850 1.447 1.409
H -1.149 -0.227 1.468
H -1.886 -2.146 -0.463
H -4.220 -3.394 -0.042
H -4.664 1.633 1.782
H -7.083 -2.356 -0.076
H -6.903 1.522 1.754
H -8.103 -0.320 0.959
H -3.168 0.711 -1.569
N 3.051 1.531 -0.343
N 0.526 0.722 -0.492
N -4.092 -2.212 -0.576
O 1.197 -1.616 -0.845
O -1.036 3.005 -0.933
O -2.949 1.734 -1.268
*
```

Atomic partial charges in e from the Mulliken method, atoms 1 to 2: number 1, C, carries 0.117; number 2, C, carries 0.258

c) Molecular formula: C20H21N3O3
Method: DFT, ωB97M-V/def2-TZVPD

Properties
SMILES: COCCNC(=O)CN1C(=O)CN=C(c2ccccc2)c2ccccc21
LUMO energy in eV: 0.3
Frontier orbital gap in eV: 9.2246

ORCA input file:
```
! RIJCOSX wB97M-V def2-TZVPD def2/J DEFGRID3
* xyz 0 1
C -0.694 -2.168 -5.407
O -0.519 -1.482 -4.195
C -1.712 -1.335 -3.462
C -1.387 -0.611 -2.157
N -0.522 -1.408 -1.323
C -0.916 -1.917 -0.144
O -2.014 -1.741 0.345
C 0.208 -2.654 0.597
N 1.145 -1.637 1.057
C 2.187 -1.321 0.242
O 2.453 -1.967 -0.751
C 2.912 -0.043 0.632
N 2.047 0.990 0.140
C 0.939 1.217 0.730
C 0.025 2.204 0.142
C -1.353 2.072 0.308
C -2.211 2.980 -0.285
C -1.706 4.025 -1.042
C -0.337 4.154 -1.218
C 0.525 3.246 -0.635
C 0.530 0.545 1.975
C 0.014 1.289 3.035
C -0.302 0.683 4.234
C -0.111 -0.682 4.390
C 0.386 -1.437 3.346
C 0.712 -0.834 2.135
H -1.389 -1.636 -6.069
H 0.285 -2.222 -5.877
H -1.077 -3.182 -5.239
H -2.150 -2.322 -3.243
H -2.447 -0.751 -4.037
H -2.304 -0.424 -1.596
H -0.891 0.337 -2.386
H 0.393 -1.622 -1.694
H 0.745 -3.333 -0.067
H -0.212 -3.196 1.444
H 3.072 -0.007 1.718
H 3.861 0.022 0.098
H -1.752 1.246 0.879
H -3.277 2.870 -0.158
H -2.380 4.735 -1.499
H 0.056 4.965 -1.813
H 1.593 3.325 -0.765
H -0.123 2.353 2.906
H -0.696 1.271 5.048
H -0.351 -1.159 5.328
H 0.537 -2.499 3.469
*
```

Atomic partial charges in e from the Mulliken method, atoms 1 to 2: number 1, C, carries -0.757; number 2, O, carries -0.291

d) Molecular formula: C20H21N3O3
Method: DFT, ωB97M-V/def2-TZVPD

Properties
SMILES: N[C@@H](Cc1ccccc1)C(=O)N[C@@H](Cc1c[nH]c2ccccc12)C(=O)O
LUMO energy in eV: 0.4
Frontier orbital gap in eV: 8.3671

ORCA input file:
```
! RIJCOSX wB97M-V def2-TZVPD def2/J DEFGRID3
* xyz 0 1
N -1.030 -0.605 0.059
C -0.796 0.541 0.890
C 0.362 0.290 1.873
C -0.018 -0.224 3.247
C 0.263 0.493 4.471
C -0.048 -0.093 5.664
C -0.653 -1.379 5.731
C -0.864 -2.076 4.536
C -0.492 -1.519 3.328
C -0.701 1.976 0.352
O -0.019 2.873 0.878
N -1.419 2.397 -0.756
C -1.518 2.054 -2.163
C -0.114 1.918 -2.861
C 0.864 1.051 -2.184
C 1.822 1.404 -1.256
N 2.634 0.327 -0.976
C 2.192 -0.736 -1.756
C 2.714 -2.045 -1.887
C 2.151 -2.873 -2.868
C 1.009 -2.465 -3.580
C 0.408 -1.251 -3.336
C 1.058 -0.346 -2.465
C -2.325 0.810 -2.438
O -2.228 0.073 -3.418
O -3.429 0.711 -1.677
H -0.696 -0.568 -0.857
H -2.038 -0.646 -0.099
H -1.732 0.712 1.554
H 1.094 -0.329 1.343
H 0.884 1.259 1.869
H 0.770 1.426 4.415
H 0.185 0.447 6.590
H -0.827 -1.852 6.749
H -1.331 -3.094 4.538
H -0.720 -2.058 2.422
H -1.222 3.408 -0.780
H -1.999 2.988 -2.533
H 0.416 2.894 -2.916
H -0.285 1.583 -3.933
H 1.995 2.373 -0.736
H 3.367 0.444 -0.279
H 3.639 -2.337 -1.435
H 2.589 -3.835 -2.988
H 0.523 -3.166 -4.253
H -0.425 -0.965 -3.997
H -4.012 0.011 -2.088
*
```

Atomic partial charges in e from the Mulliken method, atoms 1 to 2: number 1, N, carries -0.410; number 2, C, carries 1.076

c) is preferred energetically. Next in line: 89.8 kJ/mol higher.

a) Molecular formula: ClH2NO2P
Method: DFT, ωB97M-V/def2-TZVPD

Properties
SMILES: N[P@](=O)([O-])Cl
LUMO energy in eV: 4.1
Frontier orbital gap in eV: 9.6937

ORCA input file:
```
! RIJCOSX wB97M-V def2-TZVPD def2/J DEFGRID3
* xyz -1 1
N 1.193 -0.102 0.081
P -0.462 -0.454 0.029
O -0.980 -1.021 1.283
O -0.923 -0.946 -1.225
Cl -1.402 1.790 -0.011
H 1.516 0.080 -0.844
H 1.058 0.652 0.686
*
```

Atomic partial charges in e from the Mulliken method, atoms 1 to 2: number 1, N, carries -0.573; number 2, P, carries 0.847

b) Molecular formula: ClH2NO2P
Method: DFT, ωB97M-V/def2-TZVPD

Properties
SMILES: N[P@](=O)([O-])Cl
LUMO energy in eV: 3.9
Frontier orbital gap in eV: 8.0022

ORCA input file:
```
! RIJCOSX wB97M-V def2-TZVPD def2/J DEFGRID3
* xyz -1 1
N -1.135 -0.252 -0.024
P 0.538 0.069 -0.271
O 0.834 1.324 1.074
O 1.046 0.258 -1.641
Cl 1.265 -1.689 0.448
H -1.527 0.500 -0.593
H -1.021 -0.212 1.006
*
```

Atomic partial charges in e from the Mulliken method, atoms 1 to 2: number 1, N, carries -0.672; number 2, P, carries 0.843

c) Molecular formula: ClH2NO2P
Method: DFT, ωB97M-V/def2-TZVPD

Properties
LUMO energy (alpha / beta) in eV: 3.4 / 3.4
Frontier orbital gap (alpha / beta) in eV: 7.0457 / 8.7077

ORCA input file:
```
! RIJCOSX wB97M-V def2-TZVPD def2/J DEFGRID3
* xyz -1 1
N 0.039 0.215 0.532
O -3.287 -1.279 1.162
O -2.775 -1.173 -1.354
P -2.710 -0.584 0.027
Cl -3.426 1.331 -0.015
H -0.515 1.179 0.741
H 0.033 0.297 -0.437
*
```

Atomic partial charges in e from the Mulliken method, atoms 1 to 2: number 1, N, carries -0.653; number 2, O, carries -0.551

a) is preferred energetically. Next in line: 187.9 kJ/mol higher.

a) Molecular formula: C6H11IN
Method: DFT, ωB97M-V/def2-TZVPD

Properties
SMILES: CC1(C)[NH2+][C@H]2C[C@]21I
LUMO energy in eV: -3.3
Frontier orbital gap in eV: 9.9031

ORCA input file:
```
! RIJCOSX wB97M-V def2-TZVPD def2/J DEFGRID3
* xyz 1 1
C -0.594 0.757 -1.260
C 0.094 0.437 0.040
C 0.175 1.675 0.812
N -0.532 -0.626 0.773
C 0.628 -1.576 0.744
C 1.055 -1.817 -0.678
C 1.517 -0.578 0.021
I 3.449 0.096 0.132
H -0.128 1.733 -1.731
H -1.656 0.663 -1.286
H -0.373 0.251 -2.191
H -0.808 1.870 1.394
H 0.420 2.425 0.101
H 0.925 1.619 1.663
H -1.484 -0.876 0.194
H -0.764 -0.449 1.716
H 0.797 -2.176 1.673
H 1.828 -2.439 -0.859
H 0.459 -1.914 -1.543
*
```

Atomic partial charges in e from the Mulliken method, atoms 1 to 2: number 1, C, carries -1.515; number 2, C, carries 1.060

b) Molecular formula: C6H11IN
Method: DFT, ωB97M-V/def2-TZVPD

Properties
LUMO energy in eV: -5.8
Frontier orbital gap in eV: 7.5971

ORCA input file:
```
! RIJCOSX wB97M-V def2-TZVPD def2/J DEFGRID3
* xyz 1 1
C 0.517 -1.565 -1.040
C 0.286 -1.591 0.442
C 0.941 -0.397 -0.211
C 0.090 0.792 -0.100
C -0.631 1.303 -1.254
C 0.078 1.554 1.145
N -1.037 -1.185 0.855
I 3.024 0.122 0.032
H 1.290 -2.206 -1.431
H -0.348 -1.469 -1.681
H 0.841 -2.301 1.048
H -1.670 1.523 -1.004
H -0.580 0.652 -2.120
H -0.211 2.279 -1.530
H 0.636 2.488 1.011
H 0.532 1.019 1.976
H -0.933 1.877 1.397
H -1.734 -1.885 0.613
H -1.093 -1.009 1.852
*
```

Atomic partial charges in e from the Mulliken method, atoms 1 to 2: number 1, C, carries -0.910; number 2, C, carries 0.225

b) is preferred energetically. Next in line: 133.6 kJ/mol higher.